A 2-piece molecular cluster, C8H19N3 overall. Source: OMol25; level of theory: the ωB97M-V functional and the def2-TZVPD basis.

XYZ file:
```
30
Properties=species:S:1:pos:R:3
C 1.554 -1.784 -0.399
C -0.729 0.508 -0.579
C 2.771 -2.631 -0.783
C -2.747 1.599 0.195
C -1.807 -0.243 1.542
C -0.545 1.962 1.286
C 2.301 0.612 -0.609
C -1.432 0.839 0.610
N 0.453 -2.473 0.069
N -0.800 0.819 -1.791
N 1.481 -0.524 -0.500
H 2.379 -3.530 -1.195
H 3.286 -1.902 -1.451
H 3.326 -2.851 0.143
H -3.376 0.876 -0.422
H -2.679 2.489 -0.445
H -3.341 1.803 1.036
H -2.584 -0.898 1.100
H -2.057 0.259 2.594
H -0.827 -0.873 1.595
H 0.074 2.391 0.525
H 0.187 1.486 1.960
H -1.145 2.701 1.794
H 2.206 0.958 -1.681
H 3.420 0.340 -0.464
H 2.086 1.319 0.290
H 0.355 -3.442 -0.185
H -0.395 -1.865 0.132
H -1.309 1.649 -1.919
H -0.104 0.408 -2.446
```

Computed properties:
ΔE to the lowest compared entry with this formula, charge and spin: 84.4 kcal/mol
Charge: +2
Gap between HOMO and LUMO (spin up / spin down): 7.49 / 8.27 eV
Total energy: -479.6911 Eh

A 5-piece molecular cluster, C28H33BBrFO3P overall. Source: OMol25; level of theory: the ωB97M-V functional and the def2-TZVPD basis.

XYZ file:
```
68
Properties=species:S:1:pos:R:3
O 2.011 0.651 1.979
C 1.888 0.601 0.795
Br 3.444 1.324 -0.315
C 0.755 0.096 -0.008
B 0.067 -1.283 0.605
C -1.322 -1.593 -0.243
C -2.332 -2.284 0.630
F -2.880 -1.403 1.556
P 1.126 -2.893 0.439
O 2.470 -2.776 1.473
O 1.710 -2.934 -1.145
H 1.051 0.030 -1.048
H 0.010 0.891 0.043
H -0.151 -1.093 1.778
H -1.072 -2.302 -1.029
H -1.715 -0.671 -0.658
H -1.886 -3.113 1.163
H -3.147 -2.684 0.026
H 3.263 -3.027 0.999
H 1.992 -3.835 -1.273
C 8.448 -1.914 2.123
C 8.512 -0.921 1.155
C 7.345 -0.334 0.683
C 6.114 -0.733 1.183
C 6.049 -1.725 2.153
C 7.215 -2.317 2.620
H 9.358 -2.375 2.488
H 9.472 -0.606 0.766
H 7.395 0.437 -0.076
H 5.204 -0.273 0.817
H 5.087 -2.032 2.543
H 7.163 -3.094 3.373
C -6.370 2.720 0.948
C -5.295 1.880 1.206
C -5.148 0.696 0.497
C -6.076 0.357 -0.478
C -7.151 1.197 -0.740
C -7.300 2.377 -0.024
H -6.484 3.642 1.504
H -4.568 2.148 1.962
H -4.313 0.041 0.705
H -5.961 -0.564 -1.034
H -7.873 0.932 -1.502
H -8.140 3.031 -0.225
C -11.360 5.539 1.492
C -12.263 6.202 0.673
C -12.632 5.649 -0.545
C -12.103 4.428 -0.940
C -11.202 3.763 -0.120
C -10.827 4.321 1.095
H -11.070 5.973 2.440
H -12.679 7.152 0.983
H -13.331 6.168 -1.187
H -12.393 3.994 -1.888
H -10.791 2.811 -0.427
H -10.121 3.805 1.732
C 9.308 -2.624 -1.631
C 9.212 -1.918 -2.822
C 10.139 -2.131 -3.833
C 11.159 -3.056 -3.656
C 11.254 -3.763 -2.466
C 10.331 -3.545 -1.452
H 8.588 -2.457 -0.845
H 8.412 -1.202 -2.961
H 10.066 -1.577 -4.760
H 11.880 -3.225 -4.446
H 12.049 -4.486 -2.328
H 10.407 -4.093 -0.522
```

Computed properties:
Charge: -1
Gap between HOMO and LUMO: 5.90 eV
Total energy: -4352.6465 Eh

A 9-piece molecular cluster, C6H30N2O8 overall. Source: OMol25; level of theory: the ωB97M-V functional and the def2-TZVPD basis.

XYZ file:
```
46
Properties=species:S:1:pos:R:3
H -2.934 -0.666 3.818
N -2.264 -0.728 3.033
C -2.816 -0.939 1.891
N -2.240 -0.732 0.699
C -2.728 0.067 -0.515
C -1.790 1.217 -0.848
C -0.446 0.880 -1.354
C -0.481 -0.227 -2.479
C -1.138 0.490 -3.658
H -3.938 -0.897 1.846
H -1.244 -0.558 0.742
H -3.646 0.491 -0.061
H -2.818 -0.607 -1.366
H -1.657 2.040 -0.088
H -2.387 1.724 -1.611
H 0.269 1.630 -1.785
H 0.238 0.506 -0.562
H 0.502 -0.516 -2.950
H -1.086 -1.070 -2.180
H -1.122 1.590 -3.565
H -2.188 0.318 -3.819
H -0.601 0.360 -4.614
O -1.824 2.660 3.050
H -1.034 3.167 2.841
H -1.501 1.813 3.395
O 1.917 0.603 2.029
H 1.432 0.336 1.242
H 1.241 0.704 2.738
O 2.800 -0.483 -0.162
H 3.080 -1.006 0.595
H 2.480 -1.080 -0.875
O 1.633 2.917 0.680
H 2.224 2.980 -0.075
H 2.018 2.222 1.268
O 5.090 1.021 -0.175
H 4.346 0.416 -0.022
H 4.779 1.807 -0.630
O 0.153 0.279 3.994
H 0.674 -0.078 4.717
H -0.612 -0.326 3.792
O 2.343 -2.889 -0.881
H 1.993 -3.790 -0.968
H 3.064 -3.091 -0.249
O 0.284 -4.416 -2.121
H -0.183 -4.632 -2.929
H 0.121 -3.505 -1.825
```

Computed properties:
ΔE to the lowest compared entry with this formula, charge and spin: 48.3 kcal/mol
Charge: 0
Gap between HOMO and LUMO: 9.59 eV
SMILES: [H]/N=C/NCCCCC.O.O.O.O.O.O.O.O
Total energy: -957.9776 Eh

A 9-piece molecular cluster, C48H58Cl2F13N3O29P3 overall. Source: OMol25; level of theory: the ωB97M-V functional and the def2-TZVPD basis.

XYZ file:
```
156
Properties=species:S:1:pos:R:3
C 0.520 -2.707 2.365
C 0.584 -1.296 1.763
P 0.433 -1.294 -0.113
C 0.676 -3.034 -0.650
C 1.839 -0.131 -0.825
P 1.469 -0.356 -2.658
O 2.081 0.645 -3.565
N 1.376 1.227 -0.300
C 0.015 1.586 -0.773
C -0.993 1.548 0.340
O -0.761 1.657 1.509
Cl -2.660 1.263 -0.181
C 2.412 2.351 -0.210
C 2.640 2.877 -1.661
C 2.430 4.392 -1.879
O 1.385 4.834 -2.288
C 1.902 3.590 0.553
C 2.752 4.487 1.109
C 2.269 5.616 1.733
C 0.918 5.763 1.721
C 0.078 4.850 1.155
N 0.610 3.797 0.571
C 3.701 1.738 0.480
C 5.006 2.406 -0.003
C 6.260 2.267 0.870
C 7.365 3.048 0.098
C 6.794 0.839 0.967
P 3.637 2.007 2.405
O 4.286 0.903 3.132
N 3.742 0.279 0.576
C 3.328 -0.555 -0.606
C 4.376 -0.202 -1.701
C 4.775 -1.053 -2.879
O 4.132 -1.488 -3.788
Cl 6.573 -1.335 -2.963
C 3.669 -1.974 -0.025
F 4.921 -1.819 0.485
F 2.968 -2.282 1.077
C 3.864 -3.285 -0.878
F 3.219 -3.401 -2.032
F 5.155 -3.454 -1.103
F 3.496 -4.317 -0.109
H -0.219 -3.336 1.886
H 0.156 -2.567 3.380
H 1.494 -3.165 2.460
H 1.448 -0.745 2.129
H -0.330 -0.810 2.085
H 1.369 -3.614 -0.054
H 0.821 -3.139 -1.716
H -0.302 -3.474 -0.466
H 1.879 -1.662 -2.991
H 0.092 -0.415 -2.870
H 1.222 1.041 0.707
H -0.032 2.566 -1.235
H -0.429 0.956 -1.543
H 3.619 2.683 -2.094
H 1.919 2.484 -2.371
H 3.302 5.047 -1.693
H 3.818 4.365 1.131
H 2.931 6.322 2.197
H 0.495 6.644 2.181
H -0.984 5.016 1.159
H 5.321 2.014 -0.969
H 4.827 3.438 -0.285
H 6.236 2.764 1.835
H 7.688 2.516 -0.788
H 7.009 4.054 -0.121
H 8.184 3.179 0.796
H 7.767 0.921 1.448
H 6.196 0.202 1.606
H 6.994 0.419 -0.016
H 2.256 2.069 2.723
H 4.303 3.182 2.770
H 3.019 0.008 1.240
H 5.280 0.018 -1.154
H 4.085 0.761 -2.112
C -3.303 2.295 4.728
C -3.799 2.896 3.435
O -3.090 4.125 3.381
C -1.921 3.939 4.055
O -0.985 4.663 3.985
O -1.968 2.813 4.801
F -5.127 3.151 3.473
H -3.877 2.644 5.587
H -3.299 1.209 4.719
H -3.571 2.307 2.545
C 7.793 -3.519 0.108
C 8.659 -4.749 0.209
O 9.934 -4.198 0.485
C 9.726 -3.019 1.146
O 10.553 -2.429 1.747
O 8.433 -2.621 1.019
F 8.710 -5.425 -0.967
H 7.805 -3.085 -0.893
H 6.769 -3.703 0.402
H 8.379 -5.437 1.008
C 5.740 -2.141 3.986
C 6.238 -3.567 3.944
O 7.180 -3.597 4.994
C 6.780 -2.667 5.916
O 7.179 -2.605 7.024
O 5.853 -1.833 5.377
F 6.871 -3.840 2.766
H 6.379 -1.470 3.409
H 4.713 -2.034 3.644
H 5.468 -4.320 4.122
C -3.564 2.669 -5.253
C -3.141 3.543 -4.099
O -2.674 2.579 -3.154
C -2.229 1.518 -3.867
O -1.540 0.652 -3.415
O -2.648 1.564 -5.136
F -4.180 4.217 -3.564
H -4.586 2.303 -5.143
H -3.466 3.160 -6.217
H -2.338 4.245 -4.328
C 1.170 -7.236 4.891
C 0.451 -6.765 3.650
O 1.027 -5.485 3.435
C 2.292 -5.529 3.949
O 3.134 -4.730 3.708
O 2.448 -6.601 4.751
F -0.879 -6.622 3.859
H 0.685 -6.882 5.802
H 1.275 -8.316 4.940
H 0.611 -7.388 2.769
C -6.199 -1.135 -4.371
C -6.134 -1.996 -5.608
O -6.958 -1.285 -6.517
C -6.893 0.031 -6.171
O -7.239 0.929 -6.858
O -6.362 0.178 -4.928
F -6.662 -3.224 -5.395
H -7.057 -1.373 -3.747
H -5.296 -1.192 -3.767
H -5.135 -2.106 -6.036
C -10.258 0.037 -2.812
C -10.844 -0.109 -1.429
O -10.186 -1.267 -0.934
C -8.977 -1.329 -1.551
O -8.069 -2.005 -1.199
O -8.938 -0.503 -2.624
F -12.175 -0.338 -1.477
H -10.795 -0.559 -3.549
H -10.218 1.068 -3.151
H -10.646 0.733 -0.763
C -15.691 1.445 -1.425
C -15.254 2.838 -1.040
O -13.898 2.856 -1.458
C -13.795 1.989 -2.505
O -12.875 1.948 -3.251
O -14.880 1.188 -2.577
F -15.309 3.033 0.299
H -15.459 0.717 -0.647
H -16.748 1.381 -1.670
H -15.798 3.640 -1.543
```

Computed properties:
ΔE to the lowest compared entry with this formula, charge and spin: 0.0 kcal/mol
Charge: +1
Gap between HOMO and LUMO: 9.38 eV
Total energy: -7452.5715 Eh